[1]
2 unconnected molecules or ions with the total composition C5H14, computed with ωB97M-V/def2-TZVPD.

```
19
Properties=species:S:1:pos:R:3:forces:R:3:nbo_charge:R:1
C 0.232 -0.214 1.427 0.2 0.0 0.1 -0.39
C 0.124 -1.033 2.712 0.3 0.2 -0.1 -0.60
C 1.557 0.538 1.321 -0.1 -0.2 -0.1 -0.60
H 0.113 -0.879 0.571 -0.1 0.1 -0.1 0.20
H -0.569 0.526 1.372 -0.1 -0.1 0.0 0.19
H 0.419 -0.416 3.563 -0.1 0.0 0.1 0.20
H 2.407 -0.145 1.252 0.0 0.0 0.0 0.20
H 1.555 1.177 0.439 0.1 0.0 0.0 0.21
H 1.710 1.166 2.199 0.0 0.1 0.0 0.20
H -0.883 -1.408 2.877 -0.1 0.0 0.0 0.21
H 0.808 -1.884 2.685 0.0 0.0 0.0 0.20
C -1.227 0.399 -1.928 0.3 0.1 -0.4 -0.60
C -0.678 0.302 -3.360 0.0 -0.1 0.5 -0.60
H -2.075 1.081 -1.868 0.0 -0.1 0.0 0.20
H -1.525 -0.586 -1.576 -0.1 0.0 0.1 0.20
H -0.446 0.781 -1.270 -0.1 0.0 0.1 0.20
H 0.180 -0.373 -3.372 0.0 0.0 -0.1 0.20
H -0.338 1.278 -3.699 0.0 0.0 -0.2 0.20
H -1.430 -0.086 -4.045 0.0 0.1 -0.1 0.20
```
Positions in Å, forces in eV/Å.

For the electronic energy, the calculation gives -198.88846 Eh. The SMILES is CCC.CC. For the HOMO-LUMO gap, the calculation gives 12.601 eV. As for the HOMO energy: -11.492 eV. As for the net charge: 0. The energy above the lowest of the compared OMol25 structures with the same formula, charge and spin comes out at 1.8 kJ/mol.



[2]
A molecular structure, C39H34AsCl6CsNP, computed with ωB97M-V/def2-TZVPD.

```
83
Properties=species:S:1:pos:R:3:forces:R:3:mulliken_charge:R:1
Cs 0.990 0.366 0.332 -0.3 -0.8 -0.4 0.72
N 1.776 3.151 0.332 -4.5 0.4 0.5 0.01
C 1.043 4.356 0.407 0.1 1.4 -0.7 0.25
C 1.746 5.513 0.797 -0.8 0.2 0.1 -0.52
C 1.131 6.763 0.812 0.2 -0.2 0.1 -0.65
C -0.190 6.882 0.410 -0.2 -0.3 -0.2 -0.65
C -0.887 5.750 -0.020 0.6 0.0 0.1 -0.55
C -0.289 4.469 -0.051 0.0 0.6 0.3 0.01
C -1.114 3.330 -0.512 -1.2 -1.4 -0.8 0.98
C -1.728 3.355 -1.778 0.1 0.2 0.0 -0.26
C -2.602 2.339 -2.177 0.1 0.2 0.1 -0.93
C -2.875 1.276 -1.320 -0.1 -0.1 0.1 -0.26
C -2.272 1.227 -0.065 -0.2 1.5 -0.8 0.83
C -1.409 2.248 0.332 0.9 0.3 2.0 -1.60
H 2.348 3.090 1.068 2.6 -0.4 3.8 0.26
H 2.338 3.091 -0.414 2.1 -0.2 -3.9 0.00
H 2.787 5.442 1.102 -0.1 -0.2 -0.1 0.36
H 1.687 7.640 1.135 0.0 -0.1 0.0 0.33
H -0.683 7.851 0.425 0.0 -0.1 0.0 0.34
H -1.926 5.869 -0.324 0.2 -0.2 0.0 0.39
H -1.537 4.183 -2.458 0.0 0.0 -0.1 0.39
H -3.075 2.386 -3.155 0.1 0.0 0.0 0.29
H -3.557 0.488 -1.627 0.0 0.0 -0.2 0.16
H -2.473 0.404 0.613 -0.2 0.6 -0.2 0.07
Cl 0.740 0.185 3.648 -1.8 -1.2 -0.9 -0.20
C -0.886 -0.754 3.669 -1.0 -0.4 0.9 0.53
C -1.239 -0.784 5.051 0.0 -0.1 -0.7 -0.68
C -2.389 -1.396 5.536 0.2 0.1 -0.2 -0.51
C -3.246 -2.014 4.652 0.0 0.0 -0.4 -0.92
C -2.958 -2.020 3.284 0.9 0.6 0.7 -0.10
C -1.798 -1.411 2.703 -0.1 -0.3 0.0 0.53
P -1.884 -1.723 0.640 2.0 0.2 1.4 0.23
C -3.510 -2.472 0.309 -0.7 -0.4 0.5 -0.11
C -4.593 -1.609 0.060 -0.2 -0.1 0.0 -0.31
C -5.868 -2.110 -0.213 0.3 0.0 0.1 -0.86
C -6.084 -3.484 -0.248 0.1 0.0 0.0 -0.41
C -5.025 -4.356 -0.011 0.2 0.3 0.0 -0.73
C -3.748 -3.854 0.262 -0.3 -0.1 0.0 -0.21
C -0.703 -3.107 0.454 -0.1 -1.1 0.2 1.43
C -0.086 -3.779 1.517 0.1 -0.4 -0.2 -0.69
C 0.813 -4.826 1.283 -0.3 0.2 -0.3 -0.51
C 1.110 -5.219 -0.019 -0.2 0.1 0.2 -0.33
C 0.511 -4.565 -1.090 -0.3 0.2 0.4 -0.73
C -0.384 -3.517 -0.855 -0.1 -0.5 0.2 -0.43
H -0.592 -0.308 5.789 0.0 -0.1 -0.5 0.36
H -2.607 -1.386 6.601 0.1 0.1 -0.1 0.33
H -4.149 -2.500 5.015 0.1 0.0 -0.1 0.39
H -3.696 -2.542 2.686 0.3 0.1 -0.3 0.18
H -4.453 -0.529 0.077 0.1 -0.2 0.1 0.48
H -6.691 -1.425 -0.402 0.1 -0.1 0.0 0.40
H -7.075 -3.876 -0.462 0.1 0.0 0.0 0.35
H -5.188 -5.430 -0.040 0.1 0.1 0.0 0.40
H -2.949 -4.569 0.446 0.1 0.3 0.0 0.43
H -0.287 -3.515 2.550 -0.1 0.1 -0.1 0.38
H 1.282 -5.332 2.123 0.0 0.1 -0.1 0.30
H 1.809 -6.031 -0.197 0.0 0.1 0.0 0.26
H 0.739 -4.864 -2.109 0.0 0.1 0.1 0.37
H -0.836 -3.022 -1.713 0.3 -0.7 0.7 0.13
C 5.608 -0.513 -1.105 0.1 -0.2 -0.4 -1.05
As 4.581 0.366 0.332 0.4 -0.3 -0.1 0.53
C 5.611 -0.438 1.810 0.2 -0.2 0.4 -1.14
C 5.609 2.049 0.292 0.3 0.4 0.0 -1.09
H 6.699 -0.403 -0.930 -0.5 0.0 0.0 0.35
H 5.348 -0.046 -2.077 0.1 -0.3 0.5 0.28
H 5.348 -1.591 -1.135 0.1 0.7 0.0 0.30
H 6.701 -0.346 1.621 -0.5 0.0 0.1 0.35
H 5.343 -1.511 1.901 0.1 0.6 0.0 0.30
H 5.360 0.081 2.757 0.1 -0.3 -0.5 0.31
H 6.699 1.838 0.287 -0.5 0.2 0.0 0.37
H 5.359 2.655 1.187 0.1 -0.3 -0.5 0.30
H 5.343 2.619 -0.622 0.2 -0.2 0.5 0.27
Cl -1.108 -1.244 -2.630 -0.8 0.6 -0.9 -0.41
C 0.044 -0.360 -3.561 1.7 1.4 -0.7 0.12
C 0.990 0.366 -2.846 0.1 0.1 0.0 -0.87
C 1.959 1.111 -3.508 -2.2 -1.7 -0.8 -0.22
Cl 3.077 1.969 -2.513 1.0 0.7 0.0 -0.27
C 1.995 1.138 -4.908 -0.1 -0.1 0.4 0.17
Cl 3.213 2.073 -5.722 0.1 0.1 -0.3 -0.26
C 1.039 0.404 -5.639 0.0 0.0 0.5 0.39
Cl 1.069 0.428 -7.380 0.0 0.0 0.2 -0.25
C 0.058 -0.349 -4.962 0.1 0.1 0.5 0.15
Cl -1.130 -1.261 -5.843 0.0 0.0 -0.3 -0.26
H 1.877 -2.364 0.332 0.8 0.2 0.1 -0.09
```
Positions in Å, forces in eV/Å.

For the electronic energy, the calculation gives -6919.43916 Eh. For the HOMO-LUMO gap, the calculation gives 3.584 eV. As for the HOMO energy: 0.077 eV. As for the net charge: -2.



[3]
A molecular structure, C20H30CrO12, computed with ωB97M-V/def2-TZVPD.

```
63
Properties=species:S:1:pos:R:3:forces:R:3:nbo_charge:R:1
Cr -1.515 -0.039 -0.606 -1.3 0.7 -1.1 1.49
C -3.948 2.974 -1.596 0.1 0.9 0.0 -0.72
C -2.974 1.925 -1.198 -0.4 -2.0 -0.9 0.79
O -3.021 1.300 -0.095 0.4 -0.2 0.8 -0.62
O -2.191 1.400 -2.042 0.7 0.3 0.1 -0.62
H -4.130 3.689 -0.794 0.1 0.0 0.0 0.24
H -4.919 2.554 -1.857 0.1 -0.4 0.2 0.26
H -3.597 3.491 -2.488 0.1 0.0 0.1 0.25
C -3.648 -3.359 -1.593 0.1 -0.3 0.3 -0.72
C -2.865 -2.146 -1.211 0.3 1.1 0.6 0.79
O -2.974 -1.605 -0.077 -0.2 -0.4 0.5 -0.68
O -2.058 -1.560 -1.996 0.3 0.3 -0.3 -0.65
H -4.288 -3.155 -2.448 0.1 0.0 -0.1 0.25
H -4.246 -3.678 -0.743 -0.1 0.1 0.0 0.24
H -2.975 -4.180 -1.842 0.1 0.1 -0.2 0.24
O -1.251 -0.076 1.673 -0.2 -0.3 0.2 -0.60
C -1.083 0.218 2.825 -0.4 0.2 0.1 0.86
O -0.151 1.108 3.186 0.2 -0.1 0.1 -0.49
C -0.265 1.471 4.582 -0.5 0.1 -0.3 -0.07
C -1.269 0.498 5.202 0.2 -1.2 0.5 -0.45
C -1.791 -0.361 4.039 0.6 0.7 -0.6 -0.52
H -0.634 2.497 4.550 0.1 0.0 0.4 0.19
H 0.708 1.412 5.061 0.1 0.1 -0.2 0.20
H -1.993 0.987 5.847 -0.3 0.1 -0.4 0.24
H -0.773 -0.235 5.842 0.3 0.5 0.3 0.22
H -2.863 -0.424 3.884 0.0 0.0 0.0 0.26
H -1.361 -1.365 4.054 -0.4 -0.2 0.3 0.24
O 0.279 0.183 -2.186 0.0 -0.1 0.0 -0.60
C 1.267 0.026 -2.845 0.0 0.1 0.3 0.85
O 1.191 -0.022 -4.166 -0.1 -0.2 -0.6 -0.46
C 2.468 -0.237 -4.792 0.3 0.2 0.5 -0.07
C 3.514 -0.005 -3.685 -0.4 -0.3 0.2 -0.43
C 2.699 -0.146 -2.380 0.2 0.3 -0.9 -0.53
H 2.522 0.495 -5.592 0.2 -0.2 -0.2 0.20
H 2.538 -1.259 -5.165 -0.3 0.1 -0.2 0.19
H 3.948 0.983 -3.813 0.2 0.0 0.2 0.22
H 4.272 -0.784 -3.687 0.3 0.3 -0.3 0.22
H 2.971 0.597 -1.639 -0.2 -0.1 0.2 0.25
H 2.809 -1.153 -1.984 -0.1 0.0 0.3 0.23
O -0.247 1.632 -0.027 -0.7 -0.2 0.1 -0.57
C 0.533 2.533 0.050 0.6 0.2 -0.1 0.87
O 1.635 2.570 -0.722 0.0 -0.2 0.1 -0.48
C 2.528 3.608 -0.284 0.4 0.2 0.8 -0.08
C 2.006 4.035 1.085 0.1 0.9 0.6 -0.43
C 0.525 3.714 0.980 0.1 0.2 0.1 -0.53
H 2.539 4.422 -1.005 -0.1 -0.1 -0.1 0.20
H 3.528 3.202 -0.139 0.0 -0.2 -0.6 0.20
H 2.201 5.085 1.319 -0.2 0.1 -0.5 0.23
H 2.513 3.557 1.927 -0.2 -0.7 -0.3 0.22
H 0.021 4.547 0.479 -0.2 -0.1 -0.1 0.25
H 0.013 3.511 1.914 0.0 -0.2 0.0 0.25
O 0.022 -1.429 -0.154 0.0 0.3 0.0 -0.59
C 0.621 -2.430 0.141 -0.6 -0.4 -0.1 0.87
O 1.902 -2.380 0.438 0.7 0.3 0.4 -0.46
C 2.444 -3.700 0.699 -1.0 -0.3 -0.4 -0.07
C 1.205 -4.584 0.964 0.6 -0.4 -0.5 -0.43
C 0.072 -3.832 0.263 0.3 -0.1 0.3 -0.54
H 3.148 -3.686 1.522 0.1 0.3 0.0 0.21
H 2.920 -3.992 -0.237 0.3 -0.1 0.2 0.19
H 1.042 -4.785 2.020 -0.1 0.2 0.0 0.23
H 1.403 -5.528 0.459 -0.2 -0.2 0.3 0.23
H -0.878 -3.797 0.791 0.0 0.0 0.0 0.26
H -0.098 -4.293 -0.710 -0.1 0.4 -0.2 0.26
```
Positions in Å, forces in eV/Å.

The multiplicity is 4. For the electronic energy, the calculation gives -2727.37563 Eh. For the HOMO-LUMO gap (alpha / beta), the calculation gives 8.216 / 10.486 eV. As for the HOMO energy (alpha / beta): -11.538 / -12.383 eV. As for the expectation value of S²: 3.804. As for the net charge: +1. The energy above the lowest of the compared OMol25 structures with the same formula, charge and spin comes out at 0.0 kJ/mol.



[4]
A molecular structure, C28H21Br2N3O4S5Ta, computed with ωB97M-V/def2-TZVPD.

```
64
Properties=species:S:1:pos:R:3:forces:R:3:nbo_charge:R:1
Ta 1.203 0.489 -0.751 0.1 -0.2 0.6 1.71
S 1.515 2.446 -2.227 0.1 0.3 -0.4 -0.24
S 3.464 2.558 -2.881 0.1 0.0 0.1 -0.06
S 4.419 2.355 -1.060 -0.1 0.0 -0.1 -0.04
S 3.740 0.478 -0.577 0.4 0.0 0.1 -0.26
C -3.590 1.514 2.861 -0.1 0.0 0.0 -0.22
C -3.528 0.160 2.557 0.1 0.0 0.0 -0.21
C -2.335 -0.396 2.120 0.2 0.1 -0.1 -0.24
C -1.200 0.407 1.966 -0.5 -0.1 0.1 0.18
C -1.264 1.761 2.265 0.2 0.0 0.0 -0.22
C -2.457 2.300 2.723 0.0 0.1 0.0 -0.20
N -0.015 -0.187 1.420 0.1 0.5 -0.6 -0.17
N 0.295 -1.254 1.949 -0.2 -0.3 0.6 -0.14
C 1.346 -1.945 1.329 0.2 0.0 -0.3 0.09
C 1.682 -3.156 1.933 0.0 0.0 0.0 -0.22
C 2.613 -3.978 1.323 0.0 0.0 0.0 -0.24
C 3.169 -3.575 0.111 -0.1 0.0 0.1 -0.18
C 2.819 -2.361 -0.467 0.0 0.1 -0.1 -0.22
C 1.904 -1.478 0.125 0.4 -0.2 0.1 -0.40
H -4.522 1.954 3.198 0.1 0.0 0.0 0.21
H -4.411 -0.461 2.646 0.0 0.0 0.0 0.21
H -2.278 -1.444 1.857 0.0 0.0 0.0 0.22
H -0.389 2.387 2.147 -0.1 -0.1 0.0 0.27
H -2.497 3.358 2.956 0.0 -0.1 0.0 0.21
H 1.188 -3.432 2.858 0.0 0.0 -0.1 0.22
H 2.891 -4.925 1.770 0.0 0.0 0.0 0.21
H 3.884 -4.216 -0.393 0.0 0.0 0.0 0.21
H 3.257 -2.097 -1.421 0.0 0.0 0.0 0.24
Br -2.816 3.591 -0.958 0.0 0.1 0.0 0.08
C -2.892 1.721 -1.112 0.4 -0.1 0.1 -0.16
C -4.128 1.082 -1.309 0.0 0.1 0.0 -0.22
C -4.194 -0.272 -1.407 0.0 -0.1 0.0 -0.10
Br -5.893 -1.093 -1.638 0.0 0.0 0.0 0.03
C -3.031 -1.074 -1.318 0.1 0.1 0.0 -0.05
C -3.004 -2.483 -1.353 0.1 0.0 0.0 -0.12
C -1.811 -3.125 -1.198 -0.2 -0.1 0.0 -0.26
C -0.634 -2.385 -1.030 0.2 0.3 -0.1 0.14
N -0.616 -1.066 -0.996 -0.1 -0.3 -0.1 -0.49
C -1.802 -0.412 -1.137 -0.1 0.2 0.2 0.11
C -1.716 1.004 -1.016 0.2 0.2 -0.1 0.39
O -0.527 1.549 -0.799 -0.9 -0.3 -0.2 -0.77
H -5.025 1.682 -1.376 0.0 0.0 0.0 0.24
H -3.923 -3.035 -1.490 0.0 0.0 0.0 0.23
H -1.742 -4.202 -1.216 0.0 0.0 0.0 0.22
H 0.309 -2.897 -0.939 0.1 0.0 0.0 0.24
C 2.057 3.610 3.176 0.0 0.0 -0.1 -0.26
C 2.383 2.259 3.231 0.0 0.0 0.0 -0.19
C 2.206 1.452 2.117 0.1 -0.1 -0.1 -0.26
C 1.673 1.920 0.902 0.1 0.3 0.6 -0.33
C 1.377 3.290 0.883 -0.1 -0.1 -0.1 -0.25
C 1.566 4.122 1.983 0.0 0.0 0.1 -0.23
H 2.196 4.250 4.042 0.0 0.0 -0.1 0.20
H 2.788 1.833 4.144 0.0 0.0 -0.1 0.19
H 2.519 0.413 2.196 -0.1 0.1 0.0 0.20
H 0.972 3.724 -0.020 0.0 0.0 -0.1 0.23
H 1.322 5.178 1.903 0.0 -0.1 0.0 0.20
C 1.847 -0.930 -5.128 0.0 0.1 0.1 -0.88
S 1.003 -1.066 -3.570 0.1 0.3 -1.2 2.42
O 0.768 -2.483 -3.390 0.1 0.0 0.2 -0.99
O 1.998 -0.468 -2.625 -0.4 -0.6 0.8 -0.99
O -0.168 -0.220 -3.617 -0.4 -0.1 -0.1 -0.97
H 2.801 -1.449 -5.027 -0.1 0.1 -0.1 0.24
H 2.002 0.125 -5.356 0.0 -0.1 0.1 0.24
H 1.228 -1.406 -5.888 0.0 0.0 0.1 0.23
```
Positions in Å, forces in eV/Å.

For the electronic energy, the calculation gives -8741.03112 Eh. For the HOMO-LUMO gap, the calculation gives 6.027 eV. As for the HOMO energy: -4.544 eV. As for the net charge: -1. The energy above the lowest of the compared OMol25 structures with the same formula, charge and spin comes out at 44.6 kJ/mol.